Here is a cluster of 8 separate species, C27H76N6O9 in total from OMol25. Energies are from wB97M-V/def2-TZVPD.

Output
SMILES string: COC[C@H](C)N.COC[C@H](C)N.COC[C@H](C)N.COC[C@H](C)N.COC[C@H](C)N.COC[C@H](C)N.OCCO.CO
Net charge: 0

Last column: Mulliken charge in e.
Atoms and positions in Å:
1 C 11.73566 9.17441 12.79740  -0.14
2 C 11.46765 10.65347 12.79284  0.28
3 O 12.50268 11.47602 12.35078  -0.08
4 O 12.62954 8.82073 13.92087  -0.12
5 H 12.10234 8.90277 11.80752  0.08
6 H 10.80613 8.62466 12.94521  -0.14
7 H 11.19267 11.06652 13.76334  -0.17
8 H 10.68346 10.75700 12.04289  -0.16
9 H 12.06851 12.19709 11.88909  0.41
10 H 13.51333 9.18136 13.81859  0.28
11 C 15.09803 7.55597 15.82795  -0.22
12 O 13.92899 6.84931 15.64854  -0.61
13 H 14.83039 8.59697 16.00903  -0.01
14 H 15.61164 7.14352 16.69639  0.38
15 H 15.70949 7.54685 14.92565  0.07
16 H 13.23390 7.35475 15.22079  0.42
17 C 8.99519 6.62488 10.68166  -1.32
18 C 8.83932 7.46217 9.39708  0.64
19 C 9.50742 8.82442 9.38326  -0.85
20 O 9.05885 9.79843 10.34394  0.18
21 C 7.77150 10.37606 10.09318  -1.10
22 N 9.26869 6.53781 8.36081  -0.71
23 H 8.30484 5.78792 10.57670  0.45
24 H 8.63916 7.18461 11.54656  0.15
25 H 10.00533 6.44912 11.05155  0.31
26 H 7.77051 7.67601 9.39190  0.16
27 H 9.35087 9.27684 8.40402  0.34
28 H 10.53533 8.49021 9.52397  0.26
29 H 7.76233 10.85607 9.11460  0.38
30 H 7.49924 11.13868 10.82283  0.25
31 H 7.04876 9.57154 10.22919  0.39
32 H 8.81443 5.64006 8.44908  0.28
33 H 8.90689 6.89437 7.48784  0.26
34 C 9.26436 6.99279 15.05051  -1.46
35 C 8.88839 8.17433 15.86741  0.95
36 C 8.25740 9.37132 15.02182  -0.10
37 O 7.75547 10.36489 15.91113  -0.31
38 C 7.45379 11.52099 15.18770  -0.88
39 N 7.94403 7.65814 16.85471  -0.81
40 H 9.74609 6.22174 15.65179  0.44
41 H 9.99076 7.28679 14.29288  0.18
42 H 8.36800 6.64675 14.53583  0.34
43 H 9.76165 8.53076 16.41373  0.05
44 H 7.35944 9.14526 14.44679  0.56
45 H 8.93624 9.83268 14.30458  -0.29
46 H 8.28153 11.77387 14.52514  0.32
47 H 7.17676 12.33988 15.85161  0.29
48 H 6.56832 11.33811 14.57894  0.30
49 H 8.42556 7.06961 17.51944  0.27
50 H 7.55470 8.48634 17.28204  0.27
51 C 14.58684 11.65364 15.18206  -0.38
52 C 15.98091 11.20734 14.74562  0.79
53 C 16.01144 10.60454 13.32996  -0.25
54 O 15.13755 9.48228 13.30095  -0.15
55 C 15.32413 8.60872 12.22528  -1.16
56 N 16.86188 12.33057 14.84223  -0.89
57 H 14.00840 12.19430 14.43293  -0.33
58 H 14.58564 12.20417 16.12282  0.59
59 H 14.04282 10.74807 15.45056  -0.13
60 H 16.42395 10.46393 15.40831  0.07
61 H 17.00718 10.20825 13.13106  0.53
62 H 15.64596 11.33091 12.60408  -0.46
63 H 15.58301 9.11210 11.29377  0.27
64 H 14.50207 7.94064 11.96842  0.31
65 H 16.15083 7.92386 12.41404  0.39
66 H 16.62058 13.10114 14.23552  0.28
67 H 16.67021 12.68867 15.76696  0.30
68 C 14.14460 16.08050 11.51166  -1.50
69 C 13.22844 14.94646 11.88063  0.56
70 C 12.27842 14.57050 10.67306  -0.91
71 O 11.43792 13.46429 11.01016  -0.46
72 C 10.46901 13.01529 10.02674  -0.76
73 N 14.05301 13.79924 12.19254  -0.05
74 H 13.48437 16.92018 11.29453  0.47
75 H 14.66323 15.80626 10.59301  0.17
76 H 14.81654 16.29415 12.34290  0.36
77 H 12.66361 15.34304 12.72431  0.45
78 H 12.93957 14.30675 9.84758  0.22
79 H 11.69520 15.42625 10.33300  0.46
80 H 10.94890 12.24066 9.42861  0.23
81 H 10.14062 13.86340 9.42592  0.49
82 H 9.73856 12.44225 10.59785  0.06
83 H 14.53472 13.45709 11.37340  0.17
84 H 13.51925 12.94184 12.20083  0.01
85 C 19.22124 13.67431 9.02890  -1.59
86 C 17.69788 13.45431 8.99156  0.41
87 C 16.87049 12.96277 10.18513  -0.38
88 O 15.46900 12.94759 9.89241  -0.30
89 C 14.80965 11.74071 9.48150  -0.24
90 N 17.03117 14.60230 8.55489  -0.71
91 H 19.70496 12.74802 9.33892  0.37
92 H 19.61555 14.40827 9.73170  0.38
93 H 19.60947 13.89714 8.03506  0.38
94 H 17.59176 12.72327 8.19005  0.23
95 H 17.02653 13.69669 10.97577  0.21
96 H 17.19785 12.02582 10.63576  0.37
97 H 14.85967 10.87041 10.13585  -0.17
98 H 14.96606 11.41023 8.45465  0.43
99 H 13.73459 11.91571 9.44018  -0.09
100 H 16.04310 14.46806 8.71551  0.29
101 H 17.29816 15.35836 9.16905  0.30
102 C 8.47904 11.11014 21.42828  -1.36
103 C 9.70241 11.55932 20.56311  0.49
104 C 9.43386 11.57460 18.99777  -0.36
105 O 10.64815 11.85043 18.32515  -0.40
106 C 10.55833 11.76597 16.90525  -0.17
107 N 10.15790 12.91778 20.91893  -0.83
108 H 8.78601 10.96128 22.46352  0.37
109 H 8.09002 10.16347 21.05335  0.31
110 H 7.67043 11.83383 21.53090  0.37
111 H 10.61890 10.98100 20.68016  0.34
112 H 8.82752 12.40501 18.63600  0.31
113 H 9.07144 10.61833 18.62054  0.02
114 H 11.20783 12.40600 16.30808  0.35
115 H 9.56708 12.04333 16.54667  0.04
116 H 10.69692 10.72746 16.60459  -0.03
117 H 10.96063 13.24999 20.40381  0.28
118 H 10.62426 12.83478 21.81096  0.24

Here is the ion C7H11BrNO with charge +1 from OMol25. Energies are from wB97M-V/def2-TZVPD.

Output
SMILES string: C[C@@]1([NH3+])C=CC=C[C@]1(O)Br
Net charge: +1

Last column: Mulliken charge in e.
Atoms and positions in Å:
1 C -0.99067 1.08847 -1.53328  -0.39
2 C -1.56091 -0.32456 -1.68007  -0.48
3 C -0.06810 1.37932 -0.60531  -0.76
4 C -0.88430 -1.30941 -1.09384  -0.54
5 C 0.34153 0.24600 0.42335  0.78
6 C 0.26263 -1.12313 -0.23474  0.55
7 C 1.66660 0.61217 1.06318  -1.68
8 N -0.67589 0.40082 1.55186  -0.18
9 O 1.55758 -1.35358 -0.74836  -0.49
10 Br -0.07138 -2.53402 1.34409  -0.15
11 H -1.27077 1.82002 -2.26738  0.46
12 H -2.32664 -0.48928 -2.44940  0.43
13 H 0.34955 2.40835 -0.52795  0.36
14 H -1.25931 -2.31077 -1.33719  0.37
15 H 1.94029 0.08227 1.99479  0.35
16 H 1.57821 1.67592 1.47079  0.47
17 H 2.53731 0.51861 0.29758  0.35
18 H -1.59366 0.22455 1.23344  0.38
19 H -0.56086 1.35640 2.07949  0.43
20 H -0.46132 -0.25669 2.26160  0.32
21 H 1.49008 -2.11146 -1.24268  0.41

Here is the molecule C5H10OS2 from OMol25. Energies are from wB97M-V/def2-TZVPD.

Output
SMILES string: CSC1(SC)COC1
Net charge: 0

Last column: Mulliken charge in e.
Atoms and positions in Å:
1 C -2.46041 -0.81967 0.78965  -0.79
2 C -0.03489 0.25132 -0.17468  0.56
3 C 0.68444 1.42990 -0.88483  -0.72
4 C 0.31197 1.01759 1.13716  -0.67
5 C 2.39409 -1.12358 0.29599  -0.87
6 H -2.39148 -0.26853 1.73337  0.26
7 H -1.94385 -1.77470 0.84217  0.27
8 H -3.54597 -0.98646 0.58413  0.32
9 H 1.51929 1.14551 -1.56164  0.24
10 H 0.02569 2.13764 -1.38771  0.37
11 H -0.53977 1.54117 1.51592  0.44
12 H 0.85552 0.42787 1.89173  0.23
13 H 2.78422 -0.15072 -0.03052  0.29
14 H 3.08134 -1.89074 -0.12570  0.35
15 H 2.41669 -1.17328 1.37817  0.26
16 O 1.15950 1.93471 0.38716  -0.40
17 S -1.77280 0.19719 -0.56670  -0.08
18 S 0.71599 -1.38586 -0.36560  -0.05

| no. | HOMO (eV) | Kohn-Sham gap (Eh) |
| --- | --- | --- |
| 1 | -8.96 | 0.3431 |
| 2 | -13.47 | 0.3425 |
| 3 | -8.86 | 0.3549 |